A cluster of 2 separate species, C5H10O in total. Source: the Open Molecules 2025 dataset; level of theory: the ωB97M-V functional and the def2-TZVPD basis.

```
16
Properties=species:S:1:pos:R:3
O 0.06692 0.58985 2.54217
C 0.19150 -0.11024 -0.75896
C -0.04529 -1.42350 -0.79266
C -0.89248 0.90017 -1.03648
C 1.53915 0.43968 -0.36561
C -0.66457 -0.28668 2.15218
H 1.75497 1.37909 -0.88501
H 0.73207 -2.14510 -0.55148
H -1.23392 1.35189 -0.09641
H -0.52406 1.72211 -1.66059
H -0.39373 -1.35633 2.20998
H -1.75424 0.44682 -1.53623
H 2.33875 -0.27183 -0.59006
H -1.02140 -1.82364 -1.05841
H 1.56470 0.65338 0.70975
H -1.65838 -0.06567 1.71780
```

Computed properties:
Kohn-Sham gap: 0.3817 Eh
E_LUMO: 0.034 Eh
total charge: 0
energy relative to the best compared isomer or geometry (same formula, charge and spin): 1.5205 eV
SMILES: C=C(C)C.C=O



A structure of composition C29H62AgBr2O17S3 in a non-equilibrium geometry. Source: the Open Molecules 2025 dataset; level of theory: the ωB97M-V functional and the def2-TZVPD basis.

```
114
Properties=species:S:1:pos:R:3
Ag 0.03310 -1.70611 -0.48099
Br -1.12445 -0.62378 1.66396
Br 0.45078 -2.93814 -2.72312
S 1.17537 -6.34495 0.35142
S -3.43854 3.42871 -1.23522
S 3.75262 0.36611 -4.23101
O -3.48070 3.32175 -2.66613
O 2.44250 -0.48631 -0.71672
O 4.30059 1.54821 -4.81108
O -2.89553 4.60602 3.99089
O 0.70489 4.60485 -3.57558
O 1.11977 -7.32590 1.36830
O -4.51825 2.83752 -0.47083
O 4.17328 -0.02054 -2.90372
O -4.85669 -1.54477 3.81570
O -2.40764 -0.32793 -2.63013
O 1.24400 -6.81558 -0.97684
O -2.53058 2.39960 4.22800
O 3.98645 1.41531 2.97370
O 2.04679 2.51633 3.13943
O 4.75875 -4.58108 -1.26998
O 0.64595 3.99081 -1.46950
O -3.92717 -2.48608 1.22817
C -3.21779 5.05809 -0.57395
C 2.11073 0.33597 4.04738
C 1.59812 -4.11203 1.70328
C -4.12653 1.36761 2.93938
C 1.57903 -0.04247 -5.64345
C 2.72520 2.84568 -1.35567
C -1.87308 3.33409 0.79359
C 4.47835 -4.86190 -2.61978
C -4.67909 -2.26221 0.03483
C 0.09200 -4.38341 1.68003
C 2.45080 -1.28513 -5.80109
C -2.33639 4.82037 0.66042
C 2.43388 -5.17069 0.86644
C 1.42997 3.20386 -0.53342
C 2.84480 4.03054 -2.32982
C 2.84141 1.41488 3.30613
C 3.90543 -1.11586 -5.33544
C -4.38107 -2.46616 4.77459
C 0.74094 2.28980 3.68129
C -3.13401 1.12894 4.04315
C 1.31695 4.27787 -2.61274
C -4.44180 2.86818 3.03062
C 3.46538 -0.06762 0.25049
C 2.00481 0.49623 -4.27280
C -1.51948 0.60771 -3.32205
C -3.19306 3.44874 3.75196
C -0.17549 -5.16193 0.43496
C 0.91370 1.06813 4.66165
C -2.02903 2.69844 -0.57277
H 3.92978 -5.75345 -2.81185
H -4.26495 5.27715 -0.40695
H -4.40417 -3.50914 4.41287
H 0.51309 -0.29736 -5.67635
H -2.16390 1.59236 -0.66438
H 0.35526 3.21663 4.10424
H -1.90687 -1.18749 -2.68024
H -3.32996 -2.21107 4.87603
H -4.22494 -2.46641 -0.90472
H 4.50248 -0.16941 -0.03207
H 4.79985 -5.34907 -0.70585
H 4.66457 -0.69865 -6.07133
H -3.73265 1.11466 1.96868
H 3.08582 4.90310 -1.74392
H -1.08580 -5.69954 0.51988
H -2.91085 5.09198 1.57834
H 2.58758 1.91943 -1.92484
H 2.83626 -0.65972 -1.57591
H -2.18045 1.44560 -3.43492
H 1.69515 1.53666 -4.13016
H -5.24869 2.97690 3.75174
H 4.15112 -1.88496 -4.64541
H -1.26785 0.24655 -4.27145
H 0.92171 2.28718 -0.26502
H -0.62199 0.83887 -2.72348
H 1.73298 -0.33441 3.33312
H -2.29644 0.46485 3.75599
H 1.72322 3.82950 0.34233
H -1.15177 2.97129 -1.19335
H 2.42862 -1.58560 -6.84542
H -0.05385 -4.54307 -0.42865
H -2.39598 2.87591 1.55993
H 2.93260 -4.77739 -0.04436
H -5.05391 0.69158 3.13826
H 1.71486 0.73828 -6.41843
H 3.59491 2.69301 -0.71639
H -3.62077 0.77630 4.95241
H 1.17635 1.39600 5.72601
H -1.45717 5.47518 0.57316
H 2.83363 -0.14506 4.73751
H 1.65824 -0.15836 -3.49831
H -0.40381 -3.44923 1.64961
H -0.03964 0.53572 4.73342
H 2.10178 -3.99330 2.66925
H -0.30866 -4.88602 2.57816
H 3.36962 0.99867 0.54127
H 5.49372 -4.80376 -3.18753
H 1.91618 -2.03254 -5.21722
H 3.45436 3.88301 -3.26416
H 3.87058 -4.03269 -2.97943
H -4.93285 -1.15042 0.05926
H 3.34506 -0.69530 1.15528
H -4.65353 3.36304 2.09137
H -2.91754 5.71805 -1.35811
H -4.93191 -2.29160 5.65999
H -0.86964 3.34048 1.10547
H -3.04637 -2.01032 1.25669
H 3.05747 -5.71710 1.55089
H 0.07009 1.99249 2.85154
H -5.60169 -2.84803 0.09517
H 1.75506 -3.15017 1.28480
H -4.67333 -1.89952 2.92159
```

Computed properties:
Kohn-Sham gap: 0.3373 Eh
E_LUMO: 0.079 Eh
total charge: -1
energy relative to the best compared isomer or geometry (same formula, charge and spin): 0.0425 eV



A cluster of 9 separate species, C15H44B5F20N4O4 in total in a non-equilibrium geometry. Source: the Open Molecules 2025 dataset; level of theory: the ωB97M-V functional and the def2-TZVPD basis.

```
92
Properties=species:S:1:pos:R:3
F -1.00351 0.19648 5.62574
F -1.32819 3.70826 0.69199
F 1.42896 -4.09742 1.34292
F -1.95314 0.27071 -2.05043
F -1.60750 -1.69244 -0.85876
F 0.31534 -0.66946 3.95588
F 2.42262 3.34510 0.06938
F -0.52151 -2.85335 1.28664
F 4.40217 3.38725 1.27785
F -3.10160 4.13382 -0.70641
F -0.57279 -5.16150 0.94758
F -3.38151 -1.55736 -2.29984
F 4.29885 4.26376 -0.91386
F -1.91983 -0.50952 3.54506
F -1.08344 5.24390 -1.02208
F -1.25501 -1.65078 -3.11992
F 4.19294 2.01058 -0.56249
F -2.31052 5.79380 0.79946
F -1.18360 -1.97770 5.16840
F -0.20473 -4.31138 3.02036
O -4.82344 1.42434 4.62092
O 2.24742 -0.97028 0.98552
O 1.24305 2.24304 -3.31899
O 2.47328 -6.97802 -1.52389
N 0.63201 -6.37631 -3.39678
N 0.03968 -0.27179 0.85159
N 4.08078 1.99341 -3.40245
N -4.86578 4.32566 5.03001
C 3.22080 2.58861 -4.50659
C -2.77662 4.45346 3.76980
C 1.85793 -5.71787 -1.39375
C 2.96091 1.42536 -5.45710
C 2.83281 -7.50706 -0.25584
C -3.97056 3.57320 4.05916
C 0.09052 2.70915 -2.60394
C 0.74130 -3.96530 -2.82869
C -0.51814 1.08589 1.07643
C 1.43944 -0.39301 0.37902
C -4.46798 0.15288 5.17346
C 1.98094 3.24811 -3.88743
C -3.63663 2.17105 4.51324
C 1.44831 -5.29050 -2.77081
C 1.50825 0.06427 -1.06229
B 3.83379 3.28067 0.01153
B -2.06073 -1.12302 -2.07486
B 0.04501 -4.07924 1.65695
B -0.93849 -0.73294 4.53400
B -1.98283 4.70367 -0.06767
H 0.34244 3.18714 -1.65545
H 1.87983 -7.72408 0.23707
H 2.24654 0.74030 -5.00077
H -1.39968 1.02837 1.70609
H -2.94159 1.73674 3.78486
H 3.88080 0.87868 -5.68626
H 1.52134 3.74218 -4.75622
H 3.41363 -8.42198 -0.31241
H -4.36789 4.75906 5.80907
H 1.08317 -7.29351 -3.33346
H 2.64250 1.81944 -6.42103
H -0.49246 -0.82966 0.13489
H -3.01210 2.12587 5.41749
H -4.20034 0.30578 6.22217
H 2.41004 4.03227 -3.24896
H 2.37540 -5.26130 -3.35171
H -0.85927 1.58165 0.17220
H -3.02279 5.36259 3.22493
H -3.63611 -0.34158 4.67768
H -0.29216 -6.42710 -2.94214
H -0.50173 3.35507 -3.26010
H 0.24871 -3.73927 -3.77878
H 0.56236 0.04014 -1.58979
H 0.96282 -5.81601 -0.75978
H 4.12181 2.58164 -2.54107
H -2.07266 3.92674 3.11373
H 1.39682 -3.10876 -2.69526
H 3.35733 -6.80060 0.38961
H 5.06893 1.91936 -3.65116
H -0.13466 -0.86402 1.68733
H 2.25456 -0.65987 -1.40660
H -5.64564 3.72089 5.31743
H -2.09375 4.54646 4.62139
H -5.35157 5.09725 4.55977
H -0.02431 -3.98721 -2.04684
H -5.30606 -0.54048 5.16410
H -0.58435 1.88108 -2.38232
H 2.00642 1.03652 -1.01102
H -4.60836 3.48412 3.17907
H 3.71569 1.06703 -3.18208
H 2.42101 -4.98250 -0.81435
H 0.19057 1.76740 1.53791
H 3.78455 3.33343 -5.06736
H 0.39125 -6.16942 -4.36984
```

Computed properties:
Kohn-Sham gap: 0.3111 Eh
E_LUMO: 0.027 Eh
total charge: -1
energy relative to the best compared isomer or geometry (same formula, charge and spin): 0.0000 eV



A structure of composition H18O9Xe. Source: the Open Molecules 2025 dataset; level of theory: the ωB97M-V functional and the def2-TZVPD basis.

```
28
Properties=species:S:1:pos:R:3
Xe -0.77900 0.55962 -0.35265
O -2.92533 -1.85454 1.16829
O 0.10430 0.19429 3.47349
O 1.74604 -1.34835 1.37943
O 2.09381 2.58723 -1.17151
O 0.34469 -2.13735 -3.04404
O -0.33738 4.33683 0.07131
O 1.78030 0.20267 -3.04357
O -1.94584 -2.49415 -1.46813
O -2.56648 0.21180 3.01117
H 1.90089 1.80857 -1.69371
H -2.59593 -1.34344 1.90755
H 1.78059 -0.39181 1.37139
H -2.94448 1.08346 2.89475
H 2.86056 2.34425 -0.65258
H 0.33238 -0.31579 4.25069
H 2.16420 -1.61050 0.55929
H 0.66410 -2.66500 -3.77601
H -2.18002 -3.36128 -1.13726
H 2.57740 -0.32607 -3.00744
H 0.65583 -1.25200 -3.23266
H -0.84876 4.23566 0.87411
H -2.32217 -1.65652 0.45190
H -1.62617 0.36777 3.09907
H 2.01909 0.96066 -3.57710
H -1.08200 -2.61315 -1.86291
H 0.31914 3.64167 0.11575
H 0.81032 0.83543 3.39151
```

Computed properties:
Kohn-Sham gap: 0.3425 Eh
E_LUMO: -0.014 Eh
total charge: 0
energy relative to the best compared isomer or geometry (same formula, charge and spin): 0.8903 eV



An isolated molecule of C2H4OS in a non-equilibrium geometry. Source: the Open Molecules 2025 dataset; level of theory: the ωB97M-V functional and the def2-TZVPD basis.

```
8
Properties=species:S:1:pos:R:3
S -0.93091 -0.34227 1.79255
O -0.89127 -1.59643 -0.58482
C -0.45979 -0.60866 -0.00980
C 0.49649 0.30295 -0.59513
H -0.63350 0.88140 1.51948
H 0.30256 1.34201 -0.37718
H 0.64385 -0.00929 -1.64537
H 1.47257 0.03029 -0.09973
```

Computed properties:
Kohn-Sham gap: 0.3898 Eh
E_LUMO: 0.025 Eh
total charge: 0
energy relative to the best compared isomer or geometry (same formula, charge and spin): 0.3824 eV
SMILES: CC(=O)S



A structure of composition C9H18O2P in a non-equilibrium geometry. Source: the Open Molecules 2025 dataset; level of theory: the ωB97M-V functional and the def2-TZVPD basis.

```
30
Properties=species:S:1:pos:R:3
P 1.87520 0.04201 0.03024
O 2.46817 0.26628 1.37950
O 2.74776 0.07421 -1.20562
C 0.31353 2.31166 0.78624
C -1.90804 -0.03790 -0.62834
C 0.01078 1.63839 -1.55745
C -0.70671 0.04547 0.27681
C 0.61529 -2.34434 1.11409
C 0.54066 -1.71792 -1.51973
C -1.06404 0.04111 1.79178
C 0.31237 1.11154 -0.18796
C 0.60075 -1.42747 -0.01684
H 0.54291 -1.87175 2.12706
H 0.49305 0.96536 -2.37023
H -1.69201 -0.09051 -1.61192
H -0.36238 -2.41415 -1.71084
H -2.45641 0.83143 -0.26450
H 1.10315 3.11827 0.38586
H 0.63825 -0.87314 -2.20981
H 1.34086 -2.37369 -1.92619
H -0.26866 0.42036 2.52155
H 0.57911 2.57224 -1.79544
H 0.53823 2.13038 1.73353
H 1.48922 -2.87446 1.04004
H -2.31514 -1.04006 -0.32798
H -1.89684 0.77524 1.99466
H -0.28928 -3.00728 0.91937
H -1.01946 1.89987 -1.58862
H -0.75018 2.85785 0.88084
H -1.48013 -1.02897 1.93992
```

Computed properties:
Kohn-Sham gap: 0.2821 Eh
E_LUMO: 0.126 Eh
total charge: -1
energy relative to the best compared isomer or geometry (same formula, charge and spin): 1.4280 eV



A structure of composition C6H11AuClF3O2Tl in a non-equilibrium geometry. Source: the Open Molecules 2025 dataset; level of theory: the ωB97M-V functional and the def2-TZVPD basis.

```
25
Properties=species:S:1:pos:R:3
Tl 1.15596 -0.72856 -3.38630
Au -0.51541 -0.24606 -0.19926
Cl -1.31929 1.91904 -0.88414
F 0.26947 -3.04726 3.75887
F 2.24365 -3.08511 2.77962
F 1.78766 -1.54754 4.29519
O 1.15293 -0.15778 2.03856
O -0.02196 -1.91706 1.24930
C 1.26622 -2.25920 3.26950
C 0.86512 -1.58998 -1.42380
C 0.75865 -1.32386 2.07691
C -0.67610 -0.01391 -4.36054
C 2.61927 0.90599 -3.43861
C -2.20716 0.22084 0.98155
H -1.15225 0.74681 -3.70810
H 3.56627 0.50270 -3.05491
H -0.40531 0.42437 -5.34213
H 2.25636 1.71887 -2.79195
H -1.35540 -0.87877 -4.48258
H 1.81177 -1.64554 -0.85900
H -1.95718 1.17030 1.46593
H 2.71658 1.23852 -4.48230
H -3.03789 0.26541 0.26102
H 0.32764 -2.55208 -1.49428
H -2.29401 -0.63505 1.68294
```

Computed properties:
Kohn-Sham gap (spin up / spin down): 0.1904 / 0.2338 Eh
E_LUMO (spin up / spin down): 0.070 / 0.023 Eh
total charge: -1
2S+1: 3
<S²>: 2.01



A structure of composition C4H8FNOS in a non-equilibrium geometry. Source: the Open Molecules 2025 dataset; level of theory: the ωB97M-V functional and the def2-TZVPD basis.

```
16
Properties=species:S:1:pos:R:3
S -0.03359 -3.46593 0.57636
F 0.08331 0.96837 2.69176
O -0.85894 -1.00502 0.01791
N 1.23325 -1.55774 -0.69571
C 0.42616 1.04407 1.28006
C -0.61186 0.29701 0.20750
C 0.17119 -1.90186 -0.11428
C -0.82240 1.15957 -0.97907
H 1.33769 -0.96790 -1.57690
H 1.68167 -2.46638 -0.65435
H -1.59951 0.65712 0.64272
H -0.65983 2.41414 -0.33996
H 0.29219 2.08146 0.98732
H -2.08208 1.06837 -1.39011
H 1.50568 0.71349 1.28859
H -0.06295 0.96123 -1.94185
```

Computed properties:
Kohn-Sham gap: 0.3233 Eh
E_LUMO: 0.008 Eh
total charge: 0
energy relative to the best compared isomer or geometry (same formula, charge and spin): 4.2640 eV